No. 1
Molecular formula: C35H29MoN3O2P
Method: DFT, wB97M-V/def2-TZVPD

Element x y z (Å)
1 Mo -0.11308 1.03984 -0.98225
2 N 2.18105 0.10549 -1.18959
3 C 2.54568 -2.26584 -1.06677
4 C 3.62429 -3.05738 -0.72143
5 C 3.62773 -4.39803 -1.06174
6 C 2.54902 -4.93615 -1.75202
7 C 1.48165 -4.12385 -2.09347
8 C 1.44523 -2.77153 -1.75050
9 C 0.32193 -1.92371 -2.27500
10 C 0.54250 -1.43640 -3.56229
11 C -0.30819 -0.52076 -4.19344
12 C -1.40947 -0.05751 -3.49989
13 C -1.67055 -0.54554 -2.17749
14 C -0.87115 -1.52802 -1.56686
15 H 1.53836 0.86193 -0.43377
16 H 1.16937 -0.06681 -1.62391
17 H 4.45293 -2.60202 -0.19333
18 H 4.47903 -5.01409 -0.80329
19 H 2.54490 -5.97994 -2.03646
20 H 0.64307 -4.53175 -2.64509
21 H 1.44355 -1.76109 -4.06957
22 H -0.04931 -0.12104 -5.16677
23 H -2.03018 0.73530 -3.90138
24 H -1.64942 0.36868 -1.49304
25 N 1.44303 2.76055 -2.43662
26 N 2.72337 2.08326 -2.43412
27 C 3.12085 0.84594 -2.03669
28 O 4.19321 0.38033 -2.28548
29 O 2.65617 -0.96824 -0.49405
30 H 0.72046 2.40488 -1.84328
31 H 1.46687 3.76747 -2.47825
32 H 3.43650 2.54695 -2.97255
33 C 1.52284 1.57108 5.29074
34 C 1.64733 2.43478 4.21210
35 C 1.05491 2.11866 2.99839
36 C 0.34403 0.93077 2.85967
37 C 0.21954 0.06205 3.94646
38 C 0.80961 0.38542 5.15963
39 P -0.56461 0.62345 1.33124
40 C -0.38887 -1.06176 0.86016
41 C -1.24946 -1.83348 -0.11628
42 C -1.21587 -3.33075 0.09585
43 C -0.26593 -3.91333 0.81137
44 C 0.78613 -3.10867 1.43793
45 C 0.74513 -1.77121 1.44083
46 C -2.15064 1.45976 1.57144
47 C -2.80586 1.49134 2.77979
48 C -3.94796 2.29970 2.94210
49 C -4.40428 3.05997 1.90052
50 C -3.73253 3.05771 0.65256
51 C -4.15664 3.86275 -0.43457
52 C -3.44652 3.92241 -1.59238
53 C -2.25955 3.15240 -1.74871
54 C -1.81159 2.31543 -0.72472
55 C -2.57868 2.25931 0.49618
56 H 1.98329 1.82011 6.23817
57 H 2.20738 3.35510 4.31499
58 H 1.14917 2.79336 2.15387
59 H -0.33328 -0.86459 3.84276
60 H 0.71287 -0.28829 6.00126
61 H -2.28155 -1.48909 -0.01668
62 H -1.95400 -3.91260 -0.44519
63 H -0.24285 -4.99004 0.92173
64 H 1.59821 -3.61063 1.94952
65 H 1.50700 -1.22312 1.97683
66 H -2.44631 0.90626 3.61796
67 H -4.45023 2.32682 3.90042
68 H -5.27686 3.69071 2.03031
69 H -5.06714 4.44094 -0.32464
70 H -3.79566 4.54866 -2.40518
71 H -1.70991 3.21766 -2.68604

Output
E_LUMO (alpha / beta), eV: -3.87 / -3.85
Total charge: +1
Strongest force on any atom, eV/Å: 4.3

=====

No. 2
Molecular formula: C2H7NO3
Method: DFT, wB97M-V/def2-TZVPD

Element x y z (Å)
1 O -0.42646 0.69347 1.17418
2 C -0.37385 1.16605 0.04594
3 N 0.70926 0.84044 -0.75662
4 C 1.67140 -0.21892 -0.33190
5 O 1.15760 -1.48666 -0.44212
6 H -1.13620 1.83197 -0.34841
7 H 0.82858 0.99087 -1.77807
8 H 2.55379 -0.29772 -0.98784
9 H 1.91192 -0.06888 0.77594
10 H 0.69403 -1.73955 0.34734
11 O -2.33791 -0.61180 0.41222
12 H -2.59304 0.20639 0.16440
13 H -2.15492 -1.24905 -0.31553

Output
E_LUMO, eV: 0.73
Total charge: 0
Strongest force on any atom, eV/Å: 6.0
SMILES: O=CNCO.O

=====

No. 3
Molecular formula: C6H32F6O10P
Method: DFT, wB97M-V/def2-TZVPD

Element x y z (Å)
1 P 1.03657 -0.33577 -1.40743
2 F -0.54370 -0.44942 -1.25180
3 F 1.18754 -1.09169 0.01944
4 F 1.11339 -1.74341 -2.16729
5 F 2.66809 -0.16095 -1.53713
6 F 0.89720 0.36378 -2.81887
7 F 1.02580 1.16154 -0.62016
8 C 1.36146 3.83896 -1.66928
9 O 0.11147 4.01745 -0.95012
10 H 2.05627 3.25686 -1.12043
11 H 1.25040 3.41865 -2.69854
12 H 1.63284 4.87056 -1.79436
13 H -0.60175 3.38653 -1.18273
14 C -2.51298 -3.68140 2.88230
15 O -1.78621 -3.32921 1.68276
16 H -3.14797 -2.90903 3.28243
17 H -3.20444 -4.35014 2.35372
18 H -1.78137 -4.15904 3.49898
19 H -1.12952 -2.57307 1.88360
20 C 4.71949 2.38469 0.55996
21 O 5.62954 1.81178 1.49567
22 H 5.29292 3.06904 -0.07283
23 H 4.17689 1.58645 -0.02542
24 H 4.04738 3.05850 1.10403
25 H 5.44035 0.91934 1.77571
26 C -3.22385 3.30658 -1.50040
27 O -2.15099 2.50440 -1.07633
28 H -3.98429 2.74522 -2.02650
29 H -3.60411 3.75580 -0.56517
30 H -2.75584 4.09040 -2.10771
31 H -2.34394 1.59524 -1.38303
32 C 0.95810 -4.81695 -0.41912
33 O 1.76358 -5.95429 -0.59190
34 H 0.08703 -5.00565 -1.00901
35 H 0.69621 -4.62674 0.67529
36 H 1.32079 -3.85806 -0.80535
37 H 2.67409 -5.81198 -0.32582
38 C -3.25030 -0.40399 1.01665
39 O -3.80850 -1.46695 0.24059
40 H -2.29155 -0.65047 1.48917
41 H -3.14338 0.42422 0.43550
42 H -3.92479 -0.28308 1.88414
43 H -3.20526 -2.22253 0.22003
44 O 4.46292 -0.79474 0.74814
45 H 4.15950 -0.36883 -0.07760
46 H 3.84791 -1.50436 0.83609
47 O -0.39704 2.62658 1.58025
48 H -1.07842 3.23307 1.19709
49 H 0.10291 2.58873 0.74374
50 O -0.53737 -0.36604 2.22967
51 H -0.20770 -0.82681 1.43662
52 H -0.29750 0.59684 2.17669
53 O -3.08127 0.04216 -2.30072
54 H -3.57598 -0.67626 -1.84322
55 H -2.15062 -0.23250 -2.09999

Output
E_LUMO, eV: 2.71
Total charge: -1
Strongest force on any atom, eV/Å: 4.0

=====

No. 4
Molecular formula: C43H78F36N11O27S12
Method: DFT, wB97M-V/def2-TZVPD

Element x y z (Å)
1 C 7.16702 3.64328 5.85856
2 N 7.92579 3.00461 4.72384
3 C 9.36058 3.69414 4.80288
4 C 7.92079 1.49916 4.90961
5 C 7.27658 3.30326 3.31030
6 C 5.89527 2.78225 2.96993
7 O 4.96016 3.32599 4.02390
8 H 6.19298 3.17598 6.00323
9 H 6.99851 4.65835 5.49893
10 H 7.61472 3.62545 6.85221
11 H 10.04278 3.58055 3.96039
12 H 9.96993 3.48591 5.68233
13 H 9.31923 4.77341 4.94977
14 H 8.61194 1.26424 5.71906
15 H 8.28745 1.06372 3.98008
16 H 6.87049 1.21359 4.96808
17 H 8.07123 3.03623 2.61364
18 H 7.31255 4.39228 3.33959
19 H 5.86081 1.69495 3.03840
20 H 5.68585 3.00707 1.92413
21 H 4.23928 3.90340 3.76210
22 C -4.39165 8.60550 2.44441
23 N -5.25383 7.33972 2.07534
24 C -4.76262 6.21925 2.95044
25 C -6.72907 7.66223 2.28323
26 C -4.89906 6.99756 0.57044
27 C -5.51023 5.68831 -0.02477
28 O -4.63108 4.64271 0.20740
29 H -4.76171 9.41142 1.81066
30 H -3.32452 8.55727 2.22762
31 H -4.57245 8.88876 3.48132
32 H -4.78099 6.70232 3.92737
33 H -3.78536 5.92761 2.56571
34 H -5.47006 5.39657 2.84634
35 H -7.32495 6.77035 2.08941
36 H -6.97545 8.35048 1.47471
37 H -6.87236 8.12825 3.25812
38 H -3.81464 6.92017 0.64894
39 H -5.33201 7.82064 0.00196
40 H -5.64582 5.86858 -1.09118
41 H -6.40483 5.38482 0.51901
42 H -4.34824 4.34829 -0.66145
43 C -8.92091 0.64735 1.86639
44 N -10.08327 -0.28128 1.93240
45 C -9.90332 -1.37806 0.84887
46 C -10.12305 -1.04543 3.22048
47 C -11.43916 0.41508 1.84050
48 C -11.73623 1.07073 0.49092
49 O -11.99972 0.11570 -0.49215
50 H -8.95634 1.11134 0.88071
51 H -7.94335 0.22590 2.10063
52 H -9.22695 1.54963 2.39586
53 H -10.74121 -2.07490 0.87014
54 H -9.01575 -1.95898 1.09955
55 H -9.71528 -0.82856 -0.07352
56 H -10.93371 -1.77023 3.14571
57 H -10.20238 -0.34690 4.05346
58 H -9.21004 -1.62330 3.36395
59 H -11.58729 1.15846 2.62379
60 H -12.12760 -0.41261 2.01104
61 H -10.99818 1.80681 0.17227
62 H -12.63204 1.68458 0.39706
63 H -12.91798 0.33790 -0.66252
64 C 3.54911 -2.30181 -0.88592
65 C 2.78373 -1.67652 0.29623
66 C 1.25030 -1.78868 0.01679
67 N 0.32428 -1.28742 1.14893
68 C 0.51865 -2.13124 2.50074
69 C 0.62538 0.16512 1.51626
70 C -0.69046 0.62046 2.16592
71 C -1.74887 -0.19630 1.54741
72 C -1.19079 -1.31030 0.69187
73 H 3.21945 -3.28383 -1.22513
74 H 4.62553 -2.30406 -0.71440
75 H 3.48085 -1.74402 -1.81989
76 H 3.04796 -0.66257 0.59657
77 H 2.94559 -2.35024 1.13766
78 H 0.93737 -2.77749 -0.31853
79 H 1.12319 -1.08346 -0.80456
80 H 0.53147 -3.19821 2.27822
81 H -0.34658 -1.92743 3.13157
82 H 1.48004 -1.91588 2.96705
83 H 1.49386 0.27758 2.16525
84 H 0.79597 0.67191 0.56645
85 H -0.63458 0.60890 3.25442
86 H -0.73880 1.69928 2.01797
87 H -2.32153 -0.67581 2.34127
88 H -2.38815 0.38990 0.88727
89 H -1.59182 -2.28115 0.98295
90 H -1.32705 -1.27013 -0.38883
91 C 1.07572 -3.27207 -7.11857
92 C -0.08109 -2.69298 -7.89336
93 C 0.26860 -2.31845 -9.35205
94 N -0.97358 -1.90882 -10.19622
95 C -1.36764 -0.40420 -9.90807
96 C -2.19281 -2.89615 -10.14140
97 C -1.82328 -4.13051 -10.97552
98 C -1.08108 -3.48205 -12.05769
99 C -0.59300 -2.10028 -11.67442
100 H 0.88406 -3.64758 -6.11340
101 H 1.80253 -2.46844 -7.00013
102 H 1.53286 -4.03998 -7.74262
103 H -0.42962 -1.82051 -7.34071
104 H -0.86418 -3.44957 -7.84403
105 H 0.67751 -3.16562 -9.90270
106 H 0.96145 -1.48721 -9.48274
107 H -2.00683 -0.45245 -9.02648
108 H -1.77179 0.14780 -10.75662
109 H -0.57925 0.27344 -9.58044
110 H -3.00062 -2.33022 -10.60539
111 H -2.55701 -2.97896 -9.11739
112 H -2.73828 -4.58188 -11.35910
113 H -1.19346 -4.86514 -10.47379
114 H -1.74496 -3.42305 -12.92017
115 H -0.26687 -4.09892 -12.43800
116 H -1.08448 -1.30709 -12.23780
117 H 0.44752 -1.90676 -11.93514
118 C 1.87330 -7.26585 0.17770
119 F 1.89107 -6.32016 1.05422
120 F 2.44344 -6.84446 -0.90685
121 F 2.39596 -8.41617 0.56194
122 S 0.00474 -7.64167 -0.08457
123 O 0.06739 -8.66692 -1.11402
124 O -0.60692 -8.05902 1.13672
125 N -0.66959 -6.13554 -0.68882
126 S -1.45808 -6.49200 -1.91388
127 O -0.64551 -6.95098 -3.10385
128 O -2.60158 -7.33263 -1.70866
129 C -2.26118 -4.84548 -2.34317
130 F -2.87645 -5.03890 -3.55546
131 F -3.17086 -4.48936 -1.40068
132 F -1.25929 -3.97101 -2.51547
133 C 7.21834 -3.71129 3.92004
134 F 7.07869 -4.66529 2.97348
135 F 7.19726 -2.45299 3.39382
136 F 6.26985 -3.77227 4.90467
137 S 8.97965 -4.03529 4.70190
138 O 9.13910 -3.23606 5.92043
139 O 9.03065 -5.42519 5.04460
140 N 10.05005 -3.70877 3.38788
141 S 11.28297 -3.35595 4.16207
142 O 11.27916 -2.08411 4.87929
143 O 11.73664 -4.49779 4.95752
144 C 12.73521 -3.37207 2.91493
145 F 13.89778 -3.29448 3.60653
146 F 12.66163 -4.38627 2.04830
147 F 12.60170 -2.21856 2.18945
148 C 1.35048 6.32035 6.45474
149 F 2.44626 7.10343 6.19779
150 F 1.78852 5.13623 6.93930
151 F 0.69015 6.93296 7.31116
152 S 0.31508 6.14236 4.90461
153 O -0.67264 5.07994 5.17906
154 O -0.31140 7.45075 4.81132
155 N 1.54991 5.83583 3.57005
156 S 1.60504 7.13723 2.84381
157 O 0.41944 7.39814 2.03100
158 O 2.01168 8.28192 3.59137
159 C 2.99293 6.89104 1.49496
160 F 4.13212 7.06224 2.09335
161 F 2.88109 5.70277 0.78690
162 F 2.95362 8.03523 0.73432
163 C 7.93476 -4.13844 -4.51184
164 F 8.02898 -5.02015 -5.47576
165 F 7.24983 -3.11705 -5.01356
166 F 7.36921 -4.70927 -3.35955
167 S 9.66652 -3.45654 -4.01041
168 O 10.45576 -4.60684 -3.57827
169 O 10.11472 -2.65279 -5.18042
170 N 9.17976 -2.52304 -2.59994
171 S 9.69112 -1.06550 -2.94017
172 O 11.14181 -0.85564 -3.03667
173 O 8.91196 -0.41268 -3.97054
174 C 9.15142 -0.12554 -1.24387
175 F 9.52463 -0.96180 -0.18586
176 F 9.78872 1.12673 -1.06883
177 F 7.79076 -0.00520 -1.23285
178 C -1.11373 3.94232 -2.75037
179 F -1.85252 5.14901 -3.00227
180 F 0.13062 4.04522 -3.17159
181 F -1.08137 3.68379 -1.46549
182 S -1.91233 2.38546 -3.76112
183 O -1.86518 2.80666 -5.14615
184 O -1.10696 1.24834 -3.43073
185 N -3.47140 2.27294 -3.06464
186 S -4.22947 1.54284 -4.13705
187 O -4.75006 2.39239 -5.23973
188 O -3.72253 0.23120 -4.53863
189 C -5.82679 1.16528 -3.05166
190 F -6.47244 2.31720 -2.72486
191 F -6.54554 0.37572 -3.82327
192 F -5.45202 0.53860 -1.90568
193 C -5.63679 -2.50153 7.60767
194 F -4.71196 -3.33167 8.14991
195 F -6.92889 -2.67972 7.96145
196 F -5.41737 -1.23107 7.98107
197 S -5.30834 -2.50698 5.67981
198 O -5.98118 -1.35435 5.13661
199 O -3.86512 -2.19197 5.57577
200 N -5.92020 -4.05527 5.24155
201 S -5.06762 -4.27842 3.98003
202 O -5.34581 -3.39972 2.82877
203 O -3.68819 -4.55717 4.26996
204 C -5.84175 -5.95108 3.39128
205 F -5.27896 -6.33735 2.23858
206 F -5.62232 -6.85028 4.37683
207 F -7.18487 -5.79136 3.21751

Output
E_LUMO, eV: -0.63
Total charge: -1
Strongest force on any atom, eV/Å: 6.7

=====

No. 5
Molecular formula: C15H40AuN2Si4
Method: DFT, wB97M-V/def2-TZVPD

Element x y z (Å)
1 Au -1.51066 0.05485 -1.43236
2 C -2.44452 -3.30193 0.86248
3 Si -0.99840 -2.30535 1.50094
4 C -0.91722 -2.42747 3.36600
5 C 0.57708 -3.03576 0.78152
6 Si -1.24969 -0.06062 0.91271
7 Si 0.58811 1.21430 1.59843
8 C 0.45990 1.51103 3.43876
9 C 2.26072 0.38204 1.31089
10 C 0.60762 2.87650 0.70555
11 Si -3.23992 0.92448 1.67185
12 C -3.38327 0.95210 3.53354
13 C -4.67515 -0.03615 0.95995
14 C -3.27165 2.67833 1.01972
15 H -2.28447 -4.37138 1.03999
16 H -2.58853 -3.14850 -0.21298
17 H -3.37372 -3.01242 1.36648
18 H -0.87092 -3.47353 3.68760
19 H -1.80130 -1.97048 3.82551
20 H -0.03359 -1.91276 3.76354
21 H 0.82053 -3.96836 1.30297
22 H 1.43831 -2.36251 0.88522
23 H 0.44308 -3.27165 -0.28125
24 H 0.44954 0.56798 3.99674
25 H -0.46688 2.04381 3.67372
26 H 1.29777 2.11403 3.80399
27 H 2.38439 -0.50386 1.94509
28 H 3.06053 1.08878 1.55987
29 H 2.39730 0.06351 0.27352
30 H 0.06531 3.62453 1.29533
31 H 0.11606 2.82623 -0.27253
32 H 1.63008 3.24561 0.56823
33 H -3.33853 -0.05813 3.95550
34 H -4.33963 1.39639 3.82564
35 H -2.58398 1.54228 3.99308
36 H -4.73026 -1.04741 1.37906
37 H -4.58408 -0.12745 -0.12786
38 H -5.61911 0.47278 1.18438
39 H -2.50208 3.29762 1.49651
40 H -4.24518 3.14190 1.21582
41 H -3.09610 2.69506 -0.06171
42 C 3.16707 -1.01468 -2.50356
43 C 1.62860 -1.01184 -2.30462
44 N 1.01581 0.04905 -3.10660
45 C 1.28779 -0.17184 -4.52743
46 C 2.81979 -0.12568 -4.79278
47 N 3.49315 0.10693 -3.46215
48 C 3.05869 1.42793 -2.87590
49 C 1.51950 1.36258 -2.70093
50 H 3.53805 -1.93582 -2.94601
51 H 3.71303 -0.82022 -1.58297
52 H 1.37254 -0.85378 -1.26182
53 H 1.20462 -1.96980 -2.60212
54 H 0.78234 0.59303 -5.11302
55 H 0.88306 -1.13866 -4.82067
56 H 3.11386 0.68923 -5.44766
57 H 3.21105 -1.05736 -5.19363
58 H 4.49879 0.12974 -3.60692
59 H 3.37925 2.20870 -3.56030
60 H 3.58559 1.54721 -1.93084
61 H 1.03471 2.12752 -3.30543
62 H 1.24523 1.53933 -1.66605

Output
E_LUMO, eV: -2.97
Total charge: +1
Strongest force on any atom, eV/Å: 0.5